(1)
C32H29BrClMgN5O2 | the ωB97M-V functional and the def2-TZVPD basis

The geometry in XYZ format:
```
71
Properties=species:S:1:pos:R:3:lowdin_charge:R:1
Br -1.4362 -0.7806 -6.8071 0.743
Cl -1.1548 -4.0894 -2.3292 0.690
Mg -0.2350 0.8415 0.3792 0.654
O 1.2170 0.5130 -1.0460 -0.056
O -0.9083 0.6735 -1.5871 -0.024
N 2.2215 -0.6074 -4.9449 0.079
N -0.5846 2.5923 1.6164 -0.206
N -1.3197 -0.5849 1.3256 0.000
N 0.1435 3.3275 -0.8330 0.101
N 1.4847 0.8239 1.7905 0.087
C -0.3229 4.0362 -3.0659 -0.041
C 3.7696 1.2380 3.2859 -0.048
C 0.2877 0.4309 -1.9056 -0.631
C 1.2294 -0.7573 -5.8201 -0.184
C 2.8647 2.2642 3.0939 -0.009
C 0.5959 0.0216 -3.3046 -0.111
C 0.7383 3.1141 2.0244 -0.119
C 1.7105 -5.5130 0.8440 -0.082
C -2.1488 -2.8954 1.4625 -0.060
C 0.4791 3.4231 -2.1207 -0.113
C 2.3618 -0.1648 1.9842 -0.078
C -0.1568 -2.3024 0.0383 -0.140
C -3.0998 -2.5096 2.3195 -0.118
C -2.5176 1.2011 2.4787 -0.114
C -2.2481 -0.2747 2.2558 -0.359
C -3.0468 -1.1855 2.8984 -0.083
C 1.7306 2.0168 2.3338 -0.237
C 0.4274 -5.9002 -1.1407 -0.114
C 0.3331 -3.7216 -0.0628 -0.234
C 1.8989 -0.2302 -3.7083 -0.070
C -0.0478 -4.5976 -1.0747 -0.586
C -1.5407 4.5601 -2.6540 -0.048
C 1.3099 -6.3608 -0.1798 -0.090
C -1.9011 4.4587 -1.3231 -0.009
C 1.2228 -4.2185 0.8914 -0.036
C -0.4340 -0.1302 -4.2192 -0.041
C -1.2950 2.0572 2.8211 -0.151
C 3.5160 -0.0043 2.7234 -0.038
C -1.3591 3.6875 1.0170 -0.113
C -0.9479 -2.0056 1.3167 -0.351
C -1.0209 3.8378 -0.4461 -0.251
C -0.1001 -0.5297 -5.4957 -0.667
H -1.1580 4.6229 1.5568 0.141
H -2.4227 3.4849 1.1254 0.122
H -2.1997 -3.8334 0.9214 0.100
H 1.1308 3.7021 1.1949 0.126
H -2.8544 4.8316 -0.9703 0.118
H -1.5670 2.9060 3.4591 0.125
H -0.0089 4.0838 -4.0992 0.109
H 1.5274 -3.5654 1.7020 0.105
H -3.8013 -0.8487 3.5950 0.080
H -3.2481 1.3020 3.2802 0.113
H -1.4563 0.0529 -3.9184 0.123
H 3.0279 3.2443 3.5233 0.119
H -3.0052 1.5916 1.5757 0.118
H 0.0986 -6.5415 -1.9468 0.100
H -0.2670 -2.1922 2.1771 0.136
H 1.4216 2.9661 -2.4022 0.121
H 0.6244 3.7781 2.8892 0.135
H -0.5801 1.4467 3.3740 0.128
H 1.4979 -1.0729 -6.8212 0.102
H 2.3985 -5.8605 1.6036 0.101
H 0.7198 -1.6484 -0.0083 0.094
H 4.1958 -0.8339 2.8558 0.110
H 1.6799 -7.3761 -0.2319 0.102
H 4.6641 1.4014 3.8731 0.112
H -3.9625 -3.1391 2.5095 0.095
H -0.7854 -2.0509 -0.8159 0.084
H 2.1147 -1.1145 1.5287 0.105
H -2.2082 5.0267 -3.3669 0.111
H 2.7067 -0.1189 -2.9957 0.122
```

- Spin multiplicity: 1
- Energy above the lowest of the compared OMol25 structures with the same formula, charge and spin: 4.2 kcal/mol

***

(2)
C32H29BrN5O3TeTl | the ωB97M-V functional and the def2-TZVPD basis

The geometry in XYZ format:
```
72
Properties=species:S:1:pos:R:3:lowdin_charge:R:1
Tl 0.5332 1.0658 -4.0038 0.891
Te 1.7922 -0.9762 0.5560 1.472
Br 3.4401 3.0824 -1.7830 0.703
O -1.7306 0.9991 -2.9584 -0.225
O 0.1995 6.4052 0.5356 0.066
O -0.0859 -1.4938 -4.1733 -0.218
N 0.6984 2.9470 -1.6733 0.001
N 0.9643 -0.7944 -2.2959 0.043
N -6.2398 -0.0553 -3.8471 0.099
N -4.1475 3.0837 -1.4525 0.126
N -2.7655 -0.4836 -4.3223 0.178
C -0.7629 4.5260 -0.6238 0.006
C 0.5840 -5.7563 -1.5962 -0.101
C -0.5995 -3.9325 -2.6230 -0.025
C 1.7046 3.6871 -1.2682 -0.747
C 1.3855 -1.6889 4.8918 -0.097
C -0.5285 3.3700 -1.3402 -0.110
C 2.0391 -1.6315 2.5654 -0.456
C 3.0675 -2.5449 2.8365 -0.336
C -4.1180 2.1670 -2.1584 -0.239
C 0.2901 0.4415 1.0169 -0.420
C -1.6903 2.2792 1.7591 -0.277
C 1.7052 -3.6673 -1.9959 -0.073
C 3.2370 -3.0055 4.1379 -0.069
C 1.7288 -4.9745 -1.5314 -0.094
C -0.5811 -5.2325 -2.1418 -0.085
C 0.3278 5.2704 -0.2005 -0.312
C -1.9990 1.1734 0.9831 -0.014
C -1.4780 -0.9084 -0.2573 -0.073
C -0.3681 2.4667 2.1372 -0.032
C 0.6341 1.5763 1.7678 -0.326
C -5.2744 0.4643 -3.4769 -0.269
C 2.4079 -2.5833 5.1672 -0.105
C -1.0352 0.2395 0.6075 -0.279
C -2.8074 0.5289 -3.4128 -0.527
C 0.4783 -1.7266 -3.0453 -0.698
C 0.5406 -3.1412 -2.5421 -0.169
C 1.6101 4.8493 -0.5265 -0.050
C 2.0439 1.8604 2.2131 -0.084
C -4.0768 1.0480 -3.0148 -0.214
C 3.9695 -3.0335 1.7369 -0.108
C -2.7642 3.2553 2.1542 -0.053
C 1.2024 -1.2200 3.5982 -0.130
H 3.3939 -3.5473 0.9604 0.055
H -3.4582 2.8049 2.8679 0.080
H -1.3462 2.7454 -1.6664 0.078
H 2.0933 2.8306 2.7090 0.075
H 0.5993 -6.7730 -1.2236 0.095
H 2.4046 1.1008 2.9101 0.063
H -2.5365 -1.1147 -0.0964 0.085
H 2.4810 5.4053 -0.2144 0.110
H -3.0201 1.0341 0.6436 0.119
H 0.3963 -0.5258 3.3925 0.095
H -1.4970 -3.5158 -3.0624 0.116
H 2.6408 -5.3828 -1.1130 0.096
H 2.5582 -2.9544 6.1734 0.093
H 4.0353 -3.7105 4.3443 0.102
H -0.1016 3.3383 2.7276 0.112
H -1.3356 -0.6446 -1.3076 0.051
H 4.7178 -3.7274 2.1194 0.072
H 2.7294 1.8671 1.3655 0.048
H -3.6193 -0.9800 -4.5185 0.088
H -2.3347 4.1423 2.6234 0.068
H -1.4766 -5.8393 -2.1925 0.098
H -1.7842 4.8058 -0.3937 0.112
H 0.7237 -1.3541 5.6813 0.098
H -0.9053 -1.8151 -0.0654 0.040
H 4.4884 -2.2007 1.2540 0.063
H -3.3422 3.5575 1.2798 0.057
H -1.8875 -1.0007 -4.3532 0.056
H 2.5894 -3.0450 -1.9407 0.098
H -0.7376 6.5625 0.6963 0.108
```

- Expectation value of S²: 0.7599
- Spin multiplicity: 2
- Charge: -1
- Energy above the lowest of the compared OMol25 structures with the same formula, charge and spin: 0.0 kcal/mol

***

(3)
C32H29CoO5P2SSbSe4 | the ωB97M-V functional and the def2-TZVPD basis

The geometry in XYZ format:
```
75
Properties=species:S:1:pos:R:3:lowdin_charge:R:1
Sb 2.3030 0.2776 4.4320 -0.374
Se 0.6889 1.7786 5.6028 -0.229
Se 3.0725 1.1978 2.2600 -0.004
Se 1.8958 -2.1303 4.2692 -0.162
Se 4.1514 0.5988 6.0907 -0.032
Co 1.3516 -0.0189 0.9306 0.425
S 1.7658 -2.7106 -0.6750 0.475
P -0.2225 0.8768 -1.6588 0.727
P -1.6004 0.2566 1.0855 0.797
O 1.0114 0.9743 -0.8628 -0.353
O 2.1860 -1.9024 -1.7845 -0.312
O 0.9642 -3.8790 -0.9686 -0.320
O 1.0522 -1.8148 0.2931 -0.437
O -0.3813 -0.1211 1.8219 -0.379
C -2.0183 5.1078 -2.6103 -0.101
C -2.8119 -1.9788 2.0335 -0.046
C 0.6185 0.9864 -4.1978 -0.068
C -5.4656 -1.0548 1.8394 -0.078
C 5.5308 -3.8912 1.6496 -0.270
C 0.0349 0.1183 -3.2550 -0.271
C -1.3782 2.6694 2.3701 -0.047
C -0.9273 2.5709 -1.9539 -0.268
C -2.2212 2.6267 -2.5442 -0.099
C -5.1555 -2.2561 2.4783 -0.086
C 4.4062 -3.2623 -0.3929 -0.066
C -1.5245 4.0433 2.5335 -0.072
C -3.0854 4.0428 0.7672 -0.082
C -2.3434 4.7389 1.7412 -0.085
C -0.2618 3.7682 -1.7399 -0.046
C -1.9889 1.9653 1.3500 -0.260
C 0.9110 0.5266 -5.4589 -0.086
C 0.6218 -0.7751 -5.7734 -0.085
C -0.2566 -1.2119 -3.5528 -0.058
C 6.7407 -4.1585 2.4998 -0.058
C -3.0840 -0.7423 1.4044 -0.238
C 5.5703 -3.4821 0.3094 -0.050
C -1.4062 -0.0906 -0.7619 -0.273
C 3.1592 -3.3572 0.2489 -0.254
C -4.4295 -0.3107 1.3022 -0.069
C 3.0911 -3.8941 1.5214 -0.108
C -3.8597 -2.7111 2.5709 -0.079
C -2.7201 3.8981 -2.8599 -0.084
C 0.0434 -1.6205 -4.8431 -0.075
C -2.8738 2.7085 0.5697 -0.119
C -0.7778 5.0790 -2.0300 -0.055
C 4.2653 -4.1300 2.1761 -0.075
H -3.7104 4.6534 0.1195 0.104
H -6.4514 -0.6800 1.7015 0.095
H -0.9330 4.4904 3.3448 0.124
H 0.9617 1.9471 -3.8186 0.112
H -0.0804 -2.6641 -5.0947 0.108
H -6.0259 -2.7760 2.8807 0.106
H -0.4970 -1.9398 -2.7042 0.131
H 7.0457 -5.1951 2.3660 0.073
H -0.6740 2.1567 3.0026 0.037
H 6.4864 -3.3646 -0.2385 0.101
H 7.5371 -3.4289 2.1979 0.090
H 0.9336 -1.2261 -6.7262 0.113
H -3.4382 2.2333 -0.2220 0.091
H 2.1170 -4.0707 1.9460 0.087
H 1.3913 1.2164 -6.1502 0.109
H -2.3697 5.8468 1.7131 0.119
H 6.5370 -4.0612 3.5760 0.079
H -2.7544 1.6850 -2.7509 0.111
H -1.0916 -1.1088 -0.8353 0.047
H -0.2616 5.9903 -1.8140 0.100
H -1.7929 -2.3745 2.2394 0.134
H 0.7438 3.6894 -1.4161 0.098
H -4.7099 0.5379 0.7684 0.073
H -2.4187 -0.0490 -1.2422 0.092
H 4.2349 -4.4465 3.2439 0.118
H 4.4494 -2.8042 -1.3875 0.109
H -3.6918 -3.6623 3.0959 0.118
H -3.7763 3.9959 -3.2214 0.113
H -2.4026 6.1029 -2.8019 0.101
```

- Expectation value of S²: 6.0142
- Spin multiplicity: 5
- Charge: -1
- Energy above the lowest of the compared OMol25 structures with the same formula, charge and spin: 14.3 kcal/mol

***

(4)
C32H29CuN4O5S | the ωB97M-V functional and the def2-TZVPD basis

The geometry in XYZ format:
```
72
Properties=species:S:1:pos:R:3:lowdin_charge:R:1
Cu 0.1362 1.9370 -0.1924 0.573
S -2.0327 -2.9243 0.1769 1.089
O 0.1555 4.0323 -0.3905 -0.017
O -2.3224 -4.2434 -0.4648 -0.439
O -1.0634 -1.8270 -0.6432 -0.301
O -1.6667 -4.2659 -2.9088 0.080
O -3.3037 -3.5148 -4.2977 0.079
N -1.1422 2.0315 1.5979 0.092
N 1.9358 1.5677 0.3634 0.031
N 0.4510 0.5563 -1.4480 -0.027
N -1.7129 1.7229 -0.9573 0.068
C -0.9133 -3.4738 1.3886 -0.364
C 2.7597 2.3600 1.1209 -0.062
C -0.5578 -4.8352 1.4748 -0.033
C -3.0693 0.2807 -2.3104 0.022
C 4.4167 -0.7165 -1.2329 -0.042
C -1.9293 2.1249 3.8913 -0.028
C 0.2340 4.2091 -2.8115 0.008
C -2.3813 2.3722 1.2149 -0.230
C 2.5438 0.7375 -0.5112 -0.150
C 3.6712 -1.1630 -2.2919 -0.085
C -0.9565 1.8947 2.9197 -0.081
C -2.6392 2.1367 -0.1737 -0.033
C -3.1655 -0.9869 -2.9596 0.022
C -0.4568 6.1861 -1.2831 -0.006
C -0.2558 -2.6400 2.2430 -0.095
C 1.0938 -4.3964 3.1666 -0.255
C -0.6702 -0.0484 -2.2339 -0.198
C -1.8783 0.7359 -1.8543 -0.225
C 4.0929 1.9554 1.4091 -0.038
C -3.1611 2.5627 3.4803 -0.053
C 2.3323 -0.7853 -2.4295 -0.014
C 0.3789 -5.2856 2.3728 -0.021
C -3.4480 2.6081 2.1418 0.028
C 3.9137 0.3334 -0.3667 -0.126
C -0.0360 4.7278 -1.4132 -0.397
C 1.7400 0.1507 -1.5531 -0.226
C 2.3029 -4.8967 3.9573 -0.029
C 4.6235 0.9012 0.7007 -0.003
C -2.4156 -3.3411 -3.4275 -0.468
C -0.9149 -1.5626 -2.0651 -0.221
C -2.1612 -1.9138 -2.8668 -0.042
C 0.6962 -3.0784 3.1246 -0.051
H 5.5464 0.4722 1.0270 0.119
H 2.9757 -4.0266 3.9251 0.081
H 1.3196 4.3318 -3.0609 0.123
H -0.4166 0.0985 -3.2904 0.169
H 1.1325 -2.3469 3.8110 0.122
H -4.0430 -1.1950 -3.5270 0.122
H -1.8852 -4.3722 -1.8992 0.074
H -0.0570 -2.1180 -2.4764 0.145
H 4.6659 2.5293 2.1593 0.120
H 4.0803 -1.8829 -2.9858 0.111
H 2.0269 -5.1960 4.9956 0.097
H -1.7044 1.9137 4.9642 0.138
H -3.8806 2.8736 4.2195 0.122
H -0.3793 4.6993 -3.5676 0.090
H 2.3219 3.2768 1.5194 0.117
H 5.3805 -1.1650 -1.0407 0.107
H 0.4067 6.8485 -1.4955 0.106
H -1.2279 6.4393 -2.0906 0.112
H -0.9298 6.3770 -0.3102 0.087
H 0.0849 3.1306 -2.8097 0.065
H -1.0133 -5.5160 0.8438 0.089
H 0.5092 -6.3435 2.5011 0.121
H -0.4451 -1.5542 2.2357 0.114
H -3.6966 2.3060 -0.4921 0.153
H 1.6840 -1.2613 -3.2138 0.118
H 0.0173 1.6367 3.2799 0.112
H -4.4552 2.7865 1.7419 0.131
H 2.7478 -5.7747 3.4673 0.084
H -3.9896 0.8067 -2.0884 0.118
```

- Expectation value of S²: 0.7616
- Spin multiplicity: 2
- Charge: +1
- Energy above the lowest of the compared OMol25 structures with the same formula, charge and spin: 62.2 kcal/mol